Entry 1:
Molecular formula: C44H39As2N2OS2SeY
Method: DFT, the ωB97M-V functional and the def2-TZVPD basis

XYZ file:
```
92
Properties=species:S:1:pos:R:3:lowdin_charge:R:1
Y 0.50399 0.08497 -1.64404 1.00
Se 2.78098 1.47722 -1.97391 0.60
C 4.58470 0.82760 -2.07711 -0.61
C 5.03743 -0.45640 -1.81232 -0.11
C 6.39558 -0.72802 -1.91024 -0.14
N 7.31377 0.17066 -2.24517 0.08
C 6.87288 1.39900 -2.50154 -0.13
C 5.53957 1.77507 -2.43159 -0.12
H 4.38119 -1.26209 -1.52712 0.06
H 6.75649 -1.72993 -1.70266 0.11
H 7.62142 2.13273 -2.77919 0.11
H 5.26388 2.79637 -2.65668 0.09
O 0.57014 -0.12323 0.47587 -0.62
As 1.21576 -1.25575 1.57845 1.30
C -0.00443 -1.59950 2.97864 -0.32
C 0.03240 -0.71189 4.05525 -0.09
C -0.84543 -0.89264 5.11099 -0.06
C -1.74208 -1.95425 5.09506 -0.04
C -1.77667 -2.83027 4.01959 -0.05
C -0.90928 -2.65425 2.95154 -0.09
C 1.57288 -2.70463 0.37818 -0.28
C 1.30464 -4.04972 0.55280 -0.07
C 1.55676 -4.93690 -0.49290 -0.04
C 2.07528 -4.48851 -1.69661 -0.04
C 2.39993 -3.14348 -1.85557 -0.06
C 2.15471 -2.25870 -0.81486 -0.21
C 2.83659 -0.58431 2.28546 -0.32
C 3.39039 -1.20542 3.40296 -0.09
C 4.61208 -0.76366 3.88303 -0.05
C 5.26743 0.28642 3.24969 -0.04
C 4.70403 0.90188 2.14113 -0.05
C 3.47967 0.47155 1.65053 -0.09
H 0.74107 0.10768 4.08040 0.12
H -0.82082 -0.21320 5.95254 0.12
H -2.41590 -2.09865 5.92925 0.12
H -2.48090 -3.65120 4.00951 0.12
H -0.97967 -3.31604 2.09837 0.09
H 0.90484 -4.43454 1.48135 0.11
H 1.34314 -5.98888 -0.35666 0.12
H 2.26352 -5.18880 -2.49907 0.12
H 2.87979 -2.79981 -2.76457 0.12
H 2.53093 -1.22898 -0.86147 0.02
H 2.88389 -2.02275 3.90389 0.11
H 5.05260 -1.23704 4.74973 0.12
H 6.22250 0.62657 3.62696 0.12
H 5.21779 1.72005 1.65409 0.12
H 3.03925 0.95905 0.78954 0.05
S -0.59086 2.62718 -2.05691 0.53
C 0.12951 4.14810 -2.37661 -1.03
N -0.67202 5.19776 -2.40096 -0.06
C -0.05580 6.52273 -2.46825 -0.18
C 1.30733 6.28570 -3.10094 -0.38
S 1.77160 4.57601 -2.66617 0.94
H -1.65335 5.06545 -2.20087 0.14
H 0.02734 6.93018 -1.45882 0.13
H -0.67356 7.18469 -3.07081 0.13
H 2.06033 6.96445 -2.71014 0.09
H 1.27540 6.36698 -4.18544 0.09
C -5.67828 0.51216 -4.15672 -0.06
C -4.34276 0.39526 -4.51302 -0.07
C -3.37073 0.34177 -3.52418 -0.13
C -3.72896 0.39887 -2.18227 -0.39
C -5.06988 0.51918 -1.82901 -0.10
C -6.04046 0.57740 -2.81748 -0.06
As -2.34319 0.19600 -0.86638 1.22
C -2.64383 -1.62406 -0.25766 -0.37
C -3.66887 -1.97615 0.61672 -0.09
C -3.95708 -3.31251 0.85122 -0.06
C -3.23006 -4.31072 0.21426 -0.06
C -2.20216 -3.97289 -0.65396 -0.08
C -1.91736 -2.63253 -0.88175 -0.15
C -2.86027 1.30035 0.61692 -0.39
C -2.51198 0.90559 1.90536 -0.11
C -2.83035 1.71698 2.98389 -0.06
C -3.49082 2.92067 2.77969 -0.06
C -3.83196 3.31516 1.49399 -0.06
C -3.51351 2.50981 0.40957 -0.12
H -6.44022 0.55599 -4.92331 0.12
H -4.05897 0.35262 -5.55593 0.11
H -2.32812 0.27221 -3.82236 0.08
H -5.36450 0.56705 -0.78744 0.11
H -7.08216 0.67051 -2.54079 0.11
H -4.25869 -1.20907 1.10341 0.11
H -4.76731 -3.57639 1.51861 0.12
H -3.47718 -5.35078 0.38349 0.12
H -1.64388 -4.74412 -1.16793 0.11
H -1.13636 -2.40259 -1.61168 0.07
H -2.00377 -0.03467 2.07446 0.08
H -2.56914 1.40560 3.98698 0.10
H -3.74602 3.54972 3.62205 0.11
H -4.35578 4.24867 1.33583 0.11
H -3.79002 2.82232 -0.59019 0.10
```

Values from the calculation:
* charge: +2
* lowest unoccupied orbital energy: -5.60 eV
* HOMO level: -12.70 eV

Entry 2:
Molecular formula: C11H10CrN2O4
Method: DFT, the ωB97M-V functional and the def2-TZVPD basis

XYZ file:
```
28
Properties=species:S:1:pos:R:3:lowdin_spin:R:1
Cr -0.47961 -0.51268 -0.23202 2.88
C -1.59854 -1.95178 -0.07672 0.04
O -2.28866 -2.87243 -0.02463 0.11
C -1.25260 0.72522 -1.45116 0.04
O -1.82406 1.44703 -2.15147 0.09
C 1.09559 -0.76763 -1.50333 0.01
O 2.02265 -0.82051 -2.22502 0.04
C -0.91053 0.60342 1.41137 0.02
O -1.12724 1.10342 2.43518 0.05
C 2.12118 1.72187 0.40297 -0.13
H 1.93425 1.71865 1.49451 0.00
H 2.78221 0.91533 0.05039 0.00
C 1.26680 2.29453 -0.45330 -0.11
H 1.30439 2.07367 -1.52496 0.00
H 0.33592 2.80181 -0.13752 0.00
N 3.04931 -4.19080 3.45049 -0.01
C 2.39050 -3.28661 2.67709 0.00
C 2.08457 -1.98629 3.10421 -0.02
C 1.32558 -1.15839 2.28452 0.00
N 0.85101 -1.57409 1.06870 -0.02
C 1.26628 -2.78939 0.59280 0.01
C 1.98192 -3.68759 1.38056 0.01
H 3.35192 -3.94087 4.42369 0.00
H 3.23130 -5.11182 3.15417 0.00
H 2.40171 -1.63104 4.08594 0.00
H 1.08556 -0.13111 2.57437 0.00
H 1.01377 -3.04524 -0.43898 0.00
H 2.20514 -4.69538 1.01102 0.00
```

Values from the calculation:
* charge: +3
* lowest unoccupied orbital energy (alpha / beta): -15.63 / -14.67 eV
* HOMO level (alpha / beta): -19.29 / -19.61 eV
* 2S+1: 4

Entry 3:
Molecular formula: C21H17NO4
Method: DFT, the ωB97M-V functional and the def2-TZVPD basis

XYZ file:
```
43
Properties=species:S:1:pos:R:3:lowdin_charge:R:1
C 1.43908 3.45939 1.84567 -0.04
C 0.04687 3.40423 1.01184 -0.16
N -0.18265 2.13499 0.33279 0.01
C -1.06010 1.19542 0.94711 -0.31
O -1.48260 1.38114 2.08477 0.08
C -1.46109 -0.06221 0.08405 -0.11
C -0.83614 -1.33579 0.70602 -0.07
C 0.55997 -1.65167 0.41508 0.04
C 1.16661 -2.74663 1.08422 -0.06
C 0.40123 -3.68618 1.75820 -0.03
C -1.02739 -3.56611 1.80433 -0.13
C -1.81474 -4.70915 2.17471 -0.05
C -3.17422 -4.58632 2.26442 -0.12
C -3.78577 -3.37088 1.93219 -0.05
C -2.99253 -2.20906 1.49400 0.01
C -1.58733 -2.28825 1.37657 -0.13
O -1.03341 -0.03865 -1.30877 0.00
C -0.10041 0.85915 -1.73591 -0.19
C 0.41708 0.63756 -3.06934 0.10
C 1.53674 1.35194 -3.44947 -0.21
C 2.23186 2.27846 -2.66663 -0.20
C 1.50084 2.69083 -1.47069 0.10
C 0.40423 1.92854 -0.95902 -0.12
O 3.16986 2.98781 -3.31839 0.05
C 3.29737 2.24006 -4.51218 -0.13
O 2.30180 1.17025 -4.59662 0.02
H 1.40148 4.39651 2.32792 0.05
H 1.39447 2.73494 2.65954 0.07
H 2.30787 3.30969 1.25747 0.04
H 0.16383 4.28096 0.31437 0.12
H -0.76724 3.71012 1.63907 0.10
H -2.58180 0.01165 0.11228 0.16
H 1.08220 -0.92720 -0.11206 0.08
H 2.19182 -2.93994 1.03986 0.08
H 0.80648 -4.58787 2.15598 0.10
H -1.34505 -5.60835 2.49064 0.10
H -3.64619 -5.40305 2.89794 0.13
H -4.86111 -3.22109 2.14850 0.10
H -3.57995 -1.35164 1.46800 0.08
H 0.07552 -0.12920 -3.72499 0.12
H 1.84688 3.53219 -0.93607 0.09
H 4.30420 1.85111 -4.60640 0.13
H 3.27143 2.87229 -5.36099 0.12
```

Values from the calculation:
* SMILES: CCN1C(=O)[C@H](c2cccc3ccccc23)Oc2cc3c(cc21)OCO3
* lowest unoccupied orbital energy: 0.11 eV
* HOMO level: -7.61 eV

Entry 4:
Molecular formula: C4H4NiO5
Method: DFT, the ωB97M-V functional and the def2-TZVPD basis

XYZ file:
```
14
Properties=species:S:1:pos:R:3:lowdin_spin:R:1
O -1.14144 0.95678 -1.20159 0.02
C -0.80702 2.11124 -0.72008 0.04
O 0.10015 1.64338 0.33639 0.04
H 0.26882 -1.63428 2.01616 0.00
Ni 0.72532 4.45171 -0.62125 2.68
O -0.58586 3.21004 -1.15499 0.21
O -0.89360 -0.41065 0.81334 0.00
C -0.22523 -1.66945 1.03867 0.00
C 0.75593 -1.73745 -0.12595 0.00
O 0.83297 -0.35949 -0.54827 0.00
C -0.20079 0.30450 -0.05738 0.00
H -0.97875 -2.46206 1.02286 0.00
H 0.38980 -2.34348 -0.96241 0.00
H 1.75970 -2.06079 0.16450 0.00
```

Values from the calculation:
* charge: +1
* lowest unoccupied orbital energy (alpha / beta): -4.18 / -6.97 eV
* HOMO level (alpha / beta): -12.77 / -15.32 eV
* 2S+1: 4

Entry 5:
Molecular formula: C20H19NO3
Method: DFT, the ωB97M-V functional and the def2-TZVPD basis

XYZ file:
```
43
Properties=species:S:1:pos:R:3:lowdin_charge:R:1
C -5.71326 -2.35825 -1.61556 -0.06
C -4.67524 -1.56442 -0.88152 -0.29
C -4.07448 -0.46340 -1.48659 -0.04
C -3.11549 0.27399 -0.82819 0.00
C -2.72981 -0.07173 0.46660 -0.26
O -1.78129 0.73190 1.03610 -0.05
C -1.21216 0.35425 2.26518 -0.17
C -0.03819 1.30580 2.53350 -0.09
N 1.03341 1.09342 1.60292 -0.05
C 2.05791 0.22649 1.78268 0.00
C 2.87409 0.17840 0.66984 -0.15
C 4.03447 -0.65003 0.59921 -0.01
C 4.89182 -0.81272 -0.42378 0.00
C 6.02348 -1.71867 -0.29367 -0.55
O 6.30585 -2.38270 0.67815 0.08
O 6.77462 -1.75705 -1.41682 0.09
C 2.28749 1.08964 -0.27991 -0.10
C 2.60883 1.50377 -1.57130 -0.02
C 1.79408 2.41941 -2.20083 -0.09
C 0.66075 2.93798 -1.57373 -0.09
C 0.31730 2.55400 -0.29565 -0.02
C 1.13559 1.63086 0.34144 -0.16
C -3.32106 -1.16533 1.08170 -0.02
C -4.28336 -1.89836 0.40395 -0.04
H -5.28863 -2.79188 -2.52030 0.08
H -6.09985 -3.16235 -0.99482 0.07
H -6.54276 -1.71770 -1.91227 0.08
H -4.36336 -0.18579 -2.48988 0.12
H -2.64199 1.12346 -1.29468 0.11
H -0.84529 -0.68086 2.22112 0.14
H -1.94609 0.43937 3.07971 0.13
H -0.39196 2.33538 2.44277 0.13
H 0.33222 1.14052 3.54840 0.13
H 2.16594 -0.31214 2.70622 0.14
H 4.24199 -1.22518 1.49548 0.12
H 4.80226 -0.30830 -1.36959 0.09
H 7.51461 -2.36957 -1.29008 0.12
H 3.47875 1.12095 -2.07876 0.09
H 2.03390 2.74458 -3.20250 0.10
H 0.04476 3.65175 -2.10040 0.10
H -0.56590 2.94495 0.18397 0.11
H -3.04964 -1.45678 2.08474 0.10
H -4.73433 -2.74765 0.89715 0.11
```

Values from the calculation:
* SMILES: Cc1ccc(OCCn2cc(/C=C/C(=O)O)c3ccccc32)cc1
* lowest unoccupied orbital energy: 0.43 eV
* HOMO level: -7.85 eV

Entry 6:
Molecular formula: H2NOP
Method: DFT, the ωB97M-V functional and the def2-TZVPD basis

XYZ file:
```
5
Properties=species:S:1:pos:R:3:lowdin_charge:R:1
N -0.39217 -1.06032 0.80038 -0.26
O -0.82374 1.15797 -1.39546 -0.42
P -0.29430 0.21493 -0.31679 0.77
H 0.89856 0.69252 -0.18653 -0.05
H 0.61165 -1.00510 1.09840 -0.04
```

Values from the calculation:
* lowest unoccupied orbital energy: -0.34 eV
* HOMO level: -10.90 eV

Entry 7:
Molecular formula: C11H21FN3O4P
Method: DFT, the ωB97M-V functional and the def2-TZVPD basis

XYZ file:
```
41
Properties=species:S:1:pos:R:3:lowdin_charge:R:1
C 2.43657 -1.86277 1.08942 -0.08
C 2.29375 -0.65724 0.14086 -0.39
C 2.64749 0.61534 0.90151 -0.11
C 0.98107 -0.65278 -0.64799 -0.05
C 0.02225 0.42779 -0.38290 -0.17
N 0.23765 1.72405 -0.24973 0.17
C -0.92171 2.43055 -0.05200 -0.05
C -1.92019 1.50429 -0.09081 -0.20
C -3.38629 1.83325 0.03528 -0.25
N -3.78495 2.41921 1.31853 -0.01
N -1.32755 0.27130 -0.29335 0.04
C -2.09595 -0.94868 -0.42051 -0.07
C -2.92005 -1.30864 0.82728 -0.37
C -2.61576 -2.72402 1.28549 -0.06
F -4.27216 -1.30631 0.47669 -0.05
H 1.50592 -2.13263 1.59585 0.05
H 2.77350 -2.70988 0.48857 0.08
H 3.24545 -1.68511 1.79072 0.06
H 3.06618 -0.77270 -0.61005 0.09
H 2.78963 1.41101 0.15765 0.04
H 3.62044 0.51467 1.36660 0.08
H 1.88721 0.94216 1.62086 0.05
H 1.21563 -0.66603 -1.72094 0.15
H 0.46699 -1.59303 -0.45375 0.10
H 1.15678 2.14927 -0.30332 0.16
H -0.97493 3.49004 0.07475 0.10
H -4.00833 0.98420 -0.23262 0.09
H -3.59022 2.58779 -0.72152 0.10
H -3.28236 1.98871 2.08527 0.04
H -3.51793 3.39550 1.29519 0.04
H -1.48536 -1.79566 -0.69726 0.12
H -2.80218 -0.81157 -1.23788 0.14
H -2.74606 -0.60563 1.63677 0.13
H -1.54927 -2.91594 1.34761 0.08
H -3.12915 -3.43484 0.64379 0.08
H -3.04988 -2.85857 2.27694 0.07
O 3.89207 -0.83204 -2.70724 -0.53
P 4.61879 0.55174 -2.88202 -0.16
O 4.07110 1.50498 -1.75282 -0.52
O 4.30441 1.15270 -4.27459 -0.50
O 6.14740 0.37550 -2.72431 -0.49
```

Values from the calculation:
* charge: -2
* lowest unoccupied orbital energy: 3.80 eV
* HOMO level: 2.18 eV

Entry 8:
Molecular formula: C53H47CsN4O2P2S3Si
Method: DFT, the ωB97M-V functional and the def2-TZVPD basis

XYZ file:
```
113
Properties=species:S:1:pos:R:3:lowdin_charge:R:1
Cs -0.39608 2.28169 0.71502 0.69
C 2.26225 -2.86368 -4.02559 -0.37
Si 1.85352 -1.85347 -2.42690 0.63
C 0.79462 -3.08365 -1.33094 -0.33
C 1.44094 -4.36679 -0.97543 -0.05
C 0.83975 -5.30301 0.01209 -0.12
C -0.23674 -4.79656 0.70581 -0.15
C -0.77181 -3.59446 0.44108 -0.12
C -0.41417 -2.78461 -0.65672 -0.44
P -1.17892 -1.18521 -1.02900 1.05
C -2.53620 -0.98670 0.25521 -0.49
C -3.86122 -0.99407 -0.13143 -0.03
C -4.86433 -0.95002 1.04449 -0.06
C -4.37650 -0.60549 2.29900 -0.14
C -2.99784 -0.67793 2.66510 -0.01
C -2.04013 -0.85048 1.43654 -0.18
C -1.88406 -1.74499 -2.65209 -0.32
C -2.36264 -0.82831 -3.51761 -0.15
C -2.89954 -1.14900 -4.81907 -0.07
C -3.03770 -2.49990 -5.09106 -0.11
C -2.35398 -3.44593 -4.33167 -0.13
C -1.88093 -3.18037 -3.11804 -0.05
C 3.74151 -1.86840 -1.66376 -0.35
C 4.78334 -2.42225 -2.29037 -0.18
C 6.09152 -2.29894 -1.94285 -0.13
C 6.26870 -1.39436 -0.87656 -0.12
C 5.24108 -0.71809 -0.15563 -0.08
C 3.88848 -0.96114 -0.59936 -0.41
P 2.48161 -0.41920 0.42675 1.00
C 3.16451 1.07006 1.01926 -0.46
C 3.15938 1.33095 2.33688 -0.15
C 3.53668 2.57473 2.78863 -0.07
C 3.96179 3.57222 1.86130 -0.08
C 3.90719 3.29814 0.47580 -0.16
C 3.62942 2.05548 0.07119 -0.13
C 2.47494 -1.53439 1.73036 -0.35
C 1.84583 -1.39478 3.01048 -0.13
C 1.55578 -2.38415 3.98133 -0.04
C 2.02741 -3.73865 3.67955 -0.11
C 2.61063 -3.93313 2.46512 -0.14
C 3.00850 -2.92228 1.56641 -0.03
H 2.47676 -3.82479 -4.33057 -0.11
H 2.76430 -2.67229 -5.37361 0.12
H 1.16604 -2.93248 -4.62804 0.02
H 2.22188 -4.89967 -1.52217 0.09
H 1.22771 -6.08275 0.41242 0.01
H -0.31966 -5.67642 1.78963 0.19
H -1.53022 -3.49033 1.21555 0.11
H -4.27766 -1.11384 -1.02301 0.04
H -5.96217 -0.72484 0.76909 0.11
H -5.10141 0.03544 3.08244 0.15
H -2.69162 -0.49567 3.67704 0.05
H -0.94652 -0.72459 2.07625 0.17
H -2.14330 0.20166 -3.50925 0.07
H -3.35051 -0.35616 -5.40852 0.10
H -3.55463 -2.69437 -5.95598 0.06
H -2.36927 -4.48105 -4.82804 0.13
H -1.40161 -3.89758 -2.42336 0.11
H 4.55537 -3.14797 -3.51075 0.18
H 6.93766 -2.65215 -2.54551 0.09
H 7.19731 -1.22272 -0.21313 0.11
H 5.48711 -0.09682 0.72640 0.11
H 2.83105 0.71382 3.12033 0.06
H 3.53054 2.69223 3.87525 0.11
H 4.37846 4.57014 2.31956 0.13
H 4.25854 4.01307 -0.39100 0.13
H 3.63577 1.57051 -1.05103 0.16
H 1.28165 -0.30855 3.20435 0.08
H 1.09757 -1.92876 4.84475 0.07
H 1.97954 -4.42391 4.51383 0.09
H 2.90992 -5.07670 2.39387 0.14
H 3.49339 -3.14032 0.67762 0.06
C -0.23644 -0.30555 7.05372 -0.47
S -1.87346 0.39004 6.53185 0.70
C -1.49880 1.47652 5.08045 -1.14
S 0.13110 1.88014 4.57279 0.35
N -2.68805 1.78965 4.60149 -0.20
N -2.80556 2.50620 3.41945 -0.02
C -4.09810 2.67439 3.23706 -0.15
C -4.49624 3.19580 1.96313 -0.30
C -5.86628 3.40675 1.50847 -0.10
C -6.22403 3.38907 0.18664 -0.13
C -5.16639 2.81081 -0.60036 -0.17
C -3.93122 2.65378 -0.24727 -0.09
N -3.55822 3.47822 0.96893 -0.05
H -0.32785 -0.35457 8.24454 0.05
H 0.52383 0.41474 6.65532 -0.04
H 0.04787 -1.25407 6.57057 -0.01
H -4.91039 2.59965 3.94511 0.11
H -6.64594 3.47117 2.28167 0.09
H -7.20103 3.65613 -0.10029 0.05
H -5.43199 2.34323 -1.60012 0.12
H -3.09331 2.08318 -0.75869 0.09
O 7.69927 3.35670 0.50336 0.01
C 7.14663 3.75552 -0.41240 0.01
C -3.01707 5.69014 1.92069 0.00
C -2.83376 4.67265 0.82204 -0.54
O -2.06299 4.85011 -0.11212 -0.07
H -2.86083 6.70557 1.47815 0.09
H -2.38484 5.55357 2.78708 0.08
H -4.06932 5.62748 2.21396 0.07
S 1.50641 5.08770 -4.80510 0.55
C 0.89672 3.57466 -4.86835 -0.89
N 0.99870 2.73107 -3.78633 0.04
C 0.75995 1.42491 -3.72566 -0.09
C 0.07282 0.88997 -4.81952 -0.08
C -0.24766 1.70190 -5.92992 -0.07
C 0.16816 3.03563 -5.94361 -0.14
H 1.45675 3.09082 -2.92794 0.15
H 0.98495 0.87187 -2.87376 0.02
H -0.12343 -0.22572 -4.71074 0.11
H -0.81341 1.41012 -6.88457 0.13
H -0.18515 3.70904 -6.77744 0.11
```

Values from the calculation:
* charge: -2
* lowest unoccupied orbital energy: 3.58 eV
* HOMO level: -1.23 eV